117
Properties=species:S:1:pos:R:3:forces:R:3 method="wB97M-V/def2-TZVPD" multiplicity=3 charge=-2 e_tot_ev=-86556.1621 s2=2.04 homo_lumo_gap_ev="4.8 / 4.7" lumo_energy_ev="4.07 / 3.77"
W 1.3016 0.3383 0.9034 0.628 -0.889 -0.042
C -1.4077 5.0752 -1.8051 0.482 -0.234 0.414
O -1.1778 3.7459 -1.3681 0.105 -0.167 -0.424
C -1.5101 3.3737 -0.0886 -1.590 1.248 0.550
C -2.5018 4.0138 0.6590 0.514 0.277 -0.253
C -2.7461 3.6923 1.9998 -0.487 0.043 0.287
C -2.0443 2.6691 2.6189 1.822 -1.012 -1.171
C -1.0538 1.9659 1.8701 -1.836 1.037 -0.699
C -0.1927 0.8361 2.2814 -0.234 1.574 2.168
N -0.4633 -0.3775 1.6629 -0.214 -0.352 0.440
N 0.6113 -1.3465 2.0856 -0.378 1.442 0.499
C 3.0260 -1.1567 2.7505 -2.002 0.007 -0.211
O 2.9982 -0.7210 1.4169 0.424 -0.173 0.775
C 3.8964 -2.3666 2.9148 0.544 -0.788 -0.009
C 3.4466 -3.6123 2.4857 2.183 -0.589 -0.375
C 4.3354 -4.6822 2.3027 -0.115 0.264 0.065
C 5.6665 -4.5678 2.6728 0.190 0.325 0.393
C 6.1000 -3.3786 3.2926 -0.759 -0.177 -0.684
C 5.2204 -2.2851 3.3928 0.200 -0.962 -0.027
C -0.8627 2.3225 0.5134 1.367 -1.175 0.873
O 0.0904 1.6679 -0.1023 0.209 -0.161 -1.213
H -0.6719 5.2847 -2.5943 -0.313 -0.157 0.151
H -1.2563 5.7811 -0.9979 0.310 0.212 0.353
H -2.4149 5.2686 -2.1586 -0.384 -0.343 -0.318
H -2.9712 4.8461 0.1547 -0.471 0.116 0.290
H -3.5143 4.2049 2.5910 0.263 0.030 -0.452
H -2.1405 2.3807 3.6492 -0.415 0.136 0.386
H -0.0246 0.8572 3.3517 0.085 -0.425 0.293
H 2.4861 -3.8143 2.1402 -1.794 0.342 -0.387
H 3.9857 -5.5876 1.7934 0.040 0.288 0.352
H 6.3293 -5.4153 2.4906 0.053 0.321 0.138
H 7.1347 -3.2547 3.5934 -0.064 -0.087 0.127
H 5.6338 -1.4214 3.8979 -0.358 0.441 -0.305
C -1.6748 -2.3216 -4.3842 -0.323 0.739 -0.488
C -1.6080 -2.8393 -2.9800 0.443 -1.989 -0.730
C -1.7521 -4.3850 -3.0747 -0.585 1.533 -0.640
O -2.5545 -2.3153 -2.0555 1.167 0.915 0.060
C -1.8657 -1.4002 -1.2108 -0.622 0.138 0.412
C -0.3338 -1.4952 -1.5981 -0.430 -0.015 1.421
O -0.3112 -2.5150 -2.5743 0.593 0.935 1.388
C 0.2965 -2.8827 0.3567 -1.073 0.569 -0.780
O 0.5517 -1.7744 -0.5023 0.351 0.377 -0.607
C 0.1035 -2.5879 1.6869 1.518 -0.851 -0.778
C 1.5280 -1.3992 3.2095 0.035 0.399 -0.318
C 1.1636 -1.6259 4.4907 -0.369 -0.116 -0.160
C -0.0481 -2.3203 4.8981 1.243 0.734 0.769
C -0.5923 -3.2438 4.0574 0.319 0.211 -1.043
C -0.3161 -3.4472 2.6824 -0.789 -0.783 0.537
C 0.3448 -4.1518 -0.2959 -0.625 -1.000 0.706
C -0.5216 -5.2304 0.0072 0.230 -0.426 0.727
C -0.3779 -6.5077 -0.5150 0.714 0.566 -0.237
C 0.6181 -6.7297 -1.4596 -0.872 -1.204 0.185
C 1.3867 -5.6670 -1.8178 2.707 0.442 -1.347
C 1.3359 -4.4196 -1.2259 -0.588 -0.461 -0.831
C -2.9360 0.6875 -2.2062 0.722 0.019 -0.794
O -2.3807 -0.0438 -1.2294 -0.333 0.237 0.285
C -4.1480 1.3936 -1.9328 -0.698 0.257 0.316
C -5.0120 1.0893 -0.8615 1.599 -2.175 1.062
C -6.1649 1.7431 -0.5654 -0.374 -0.237 -0.264
C -6.5725 2.7492 -1.3893 -0.985 1.946 -0.605
C -5.7369 3.1805 -2.4398 -1.077 -0.310 0.662
C -4.5850 2.5048 -2.6924 1.558 0.472 -1.084
C -2.1750 0.9450 -3.4454 -0.447 -0.153 0.466
C -0.7775 1.1516 -3.4464 -1.061 0.218 -0.482
C -0.1321 1.4071 -4.6512 0.422 0.128 0.755
C -0.8170 1.5047 -5.8521 0.692 -0.374 -0.307
C -2.1866 1.3066 -5.8286 -0.556 -0.072 -0.926
C -2.8674 1.0026 -4.6559 -0.165 0.650 -1.325
H -2.5879 -2.6430 -4.8553 -0.437 -0.070 -0.411
H -0.8073 -2.7071 -4.9339 -0.290 0.016 0.148
H -1.6247 -1.2351 -4.3998 -0.003 -0.057 -0.058
H -2.7763 -4.5407 -3.4057 -0.162 -0.358 0.096
H -1.5191 -4.9317 -2.2026 0.027 -0.261 1.125
H -1.0922 -4.7274 -3.8498 0.330 -0.150 -0.450
H -2.1610 -1.5932 -0.1631 0.989 -0.523 -0.471
H 0.0341 -0.5111 -1.9447 -0.139 -0.848 0.018
H 3.4205 -0.4456 3.4635 0.243 0.965 0.191
H 1.9721 -1.4130 5.2012 -0.389 -0.165 0.183
H -0.3104 -2.3183 5.9680 0.050 -0.015 -0.588
H -1.2813 -3.9555 4.4708 -0.354 -0.272 0.270
H -0.6776 -4.3572 2.2510 -0.334 -0.356 0.419
H -1.2646 -5.1370 0.7791 -0.320 0.337 -0.133
H -0.9962 -7.3010 -0.1542 -0.412 -0.380 0.091
H 0.8205 -7.7082 -1.9089 -0.271 0.301 0.229
H 2.2144 -5.8745 -2.5503 -0.855 0.397 0.613
H 1.9507 -3.6143 -1.5612 0.537 0.248 -0.066
H -4.7785 0.2439 -0.1892 0.284 0.481 -0.552
H -6.7654 1.3783 0.2490 -0.169 0.120 0.231
H -7.5178 3.2785 -1.1945 0.445 -0.230 -0.124
H -6.0026 4.0247 -3.0680 -0.068 -0.043 0.141
H -3.9488 2.9244 -3.4894 -0.230 -0.462 0.469
H -0.2754 1.2097 -2.4949 0.248 0.103 0.122
H 0.9372 1.5832 -4.6053 -0.004 -0.047 -0.136
H -0.2147 1.6442 -6.7702 -0.741 0.102 0.483
H -2.7925 1.3671 -6.7519 0.537 -0.031 0.457
H -3.9539 0.9186 -4.8435 0.649 -0.284 1.031
F 2.3083 0.7440 -0.6655 0.775 0.207 -0.898
C 4.4113 1.9961 2.3700 -0.912 0.273 0.081
Si 2.4456 2.2383 2.2285 1.075 -1.153 -0.719
C 1.9683 2.4601 4.0090 -0.630 -0.417 0.956
C 2.3516 3.9637 1.4616 -0.351 -0.117 -0.588
C 2.5512 5.1165 2.2053 -0.018 -0.207 0.805
C 2.6287 6.3296 1.5662 0.498 1.971 -0.206
C 2.4618 6.4848 0.1872 0.452 -0.255 0.392
C 2.2080 5.3528 -0.5673 0.506 0.813 0.053
C 2.1841 4.1297 0.0801 -0.576 -0.292 -0.718
H 4.8146 2.3494 3.3351 -0.199 -0.320 -0.137
H 4.8831 2.6131 1.6157 0.153 0.113 -0.387
H 4.6540 0.9540 2.1615 0.128 0.027 0.157
H 2.6457 3.1410 4.5112 0.167 0.304 0.152
H 1.9984 1.5171 4.5864 0.098 0.173 -0.379
H 0.9443 2.8265 4.1242 0.003 0.153 -0.034
H 2.6518 5.0517 3.3086 0.049 0.134 -0.826
H 2.9345 7.2416 2.1025 -0.358 -0.455 0.099
H 2.6633 7.4382 -0.2978 -0.267 -0.010 0.201
H 2.1573 5.4796 -1.6551 -0.246 -0.472 0.364
H 1.9431 3.3148 -0.5822 0.149 -0.722 0.314



69
Properties=species:S:1:pos:R:3:forces:R:3 method="wB97M-V/def2-TZVPD" de_lowest_kcal_mol=0.00 multiplicity=2 charge=+2 e_tot_ev=-84814.6685 s2=0.79 homo_lumo_gap_ev="7.5 / 8.6" lumo_energy_ev="-6.68 / -5.66"
Co 0.9954 0.4929 -1.1307 0.517 0.516 -0.082
C 2.1034 -2.8139 -1.0464 0.055 0.030 -0.003
C 2.3295 -1.3881 -1.4418 -0.034 -0.321 -0.088
C 2.9622 -0.4940 -0.5741 0.202 -0.010 0.263
C 3.3020 0.7995 -0.9751 0.099 0.201 0.069
C 4.1384 1.6564 -0.0680 -0.004 -0.040 -0.034
C 2.9593 1.2336 -2.2772 0.064 0.063 0.068
C 2.2690 0.4036 -3.1392 -0.115 -0.204 -0.145
C 1.9465 0.8354 -4.5398 0.085 -0.069 0.002
C 1.9242 -0.9037 -2.6824 -0.331 0.159 -0.165
H 2.9926 -3.3956 -1.3010 -0.005 0.020 -0.023
H 1.2565 -3.2502 -1.5729 0.003 0.015 0.016
H 1.9443 -2.9038 0.0260 0.075 0.054 -0.086
H 3.2307 -0.8234 0.4227 -0.002 0.016 -0.015
H 5.1823 1.3504 -0.1666 -0.010 -0.009 -0.035
H 3.8674 1.5214 0.9778 0.032 -0.035 -0.020
H 4.0909 2.7108 -0.3285 -0.012 0.029 0.008
H 3.2272 2.2327 -2.5983 0.053 -0.015 0.016
H 2.7937 0.5988 -5.1875 0.009 0.004 0.016
H 1.7783 1.9102 -4.6039 0.012 -0.013 0.006
H 1.0825 0.3097 -4.9379 0.057 -0.010 -0.013
H 1.3850 -1.5699 -3.3463 0.024 0.046 -0.053
C -1.2993 0.8693 -3.8093 -0.089 -0.016 -0.058
P -1.0425 0.8702 -2.0230 0.287 -0.061 0.177
C -2.3024 -0.2600 -1.3992 -0.161 -0.081 -0.047
C -1.6067 2.5165 -1.4825 -0.164 0.068 -0.014
C -1.1076 2.7725 -0.0635 -0.090 0.156 0.016
P 0.6878 2.4833 -0.0707 -0.172 -0.342 -0.161
C 1.3278 3.9024 -1.0028 0.005 0.058 0.011
C 1.2268 2.8028 1.6252 0.082 0.100 0.042
H -2.3535 1.0739 -4.0043 0.010 0.001 -0.051
H -1.0495 -0.1022 -4.2352 -0.037 -0.002 0.020
H -0.6937 1.6343 -4.2918 -0.036 0.011 0.021
H -3.2849 0.1281 -1.6738 -0.012 -0.053 0.006
H -2.2447 -0.3783 -0.3199 -0.034 0.024 -0.007
H -2.1745 -1.2389 -1.8591 0.028 -0.063 0.021
H -2.6932 2.5879 -1.5578 -0.002 -0.026 0.013
H -1.1948 3.2497 -2.1803 -0.007 0.042 0.048
H -1.5631 2.0893 0.6597 -0.037 -0.027 -0.065
H -1.3326 3.7889 0.2664 0.014 -0.003 0.012
H 0.9132 4.8220 -0.5858 0.015 0.008 -0.019
H 1.0631 3.8370 -2.0577 -0.011 -0.017 0.022
H 2.4114 3.9516 -0.9273 0.034 0.005 0.009
H 0.8559 3.7862 1.9210 0.015 -0.012 0.041
H 2.3132 2.8164 1.6812 -0.011 0.019 0.029
H 0.8506 2.0595 2.3249 -0.008 0.009 -0.021
C -3.8780 -3.8921 4.5796 0.070 0.073 -0.090
C -2.9552 -3.0512 3.7424 -0.135 -0.167 0.099
C -2.3633 -3.5682 2.5930 0.008 -0.038 0.006
C -1.4867 -2.8306 1.8198 -0.020 -0.258 -0.098
C -0.8496 -3.5129 0.6382 -0.054 0.117 0.112
C -1.2043 -1.4995 2.2068 0.151 0.230 0.013
C -0.3528 -0.6180 1.4566 0.092 -0.065 -0.008
O 0.1841 -0.8151 0.3569 -0.307 -0.331 0.176
C -1.7878 -0.9613 3.3873 -0.059 0.136 0.114
C -1.5174 0.4446 3.8859 0.005 -0.060 -0.069
C -2.6521 -1.7454 4.1225 0.011 0.059 0.020
H -4.2033 -4.7839 4.0487 0.010 0.008 -0.017
H -4.7572 -3.3253 4.8851 0.012 0.021 -0.009
H -3.3686 -4.2118 5.4912 0.024 0.019 -0.008
H -2.5837 -4.5890 2.3040 -0.003 0.016 0.008
H -1.2191 -4.5326 0.5567 0.008 0.002 -0.005
H 0.2332 -3.5466 0.7435 -0.089 -0.030 0.098
H -1.0519 -2.9924 -0.2946 -0.053 0.085 -0.087
H -0.1806 0.3570 1.9247 -0.074 0.046 0.028
H -0.4598 0.6106 4.1028 -0.012 -0.023 -0.010
H -2.0618 0.6194 4.8109 -0.003 -0.029 -0.010
H -1.8465 1.2080 3.1759 0.011 -0.022 0.003
H -3.1058 -1.3387 5.0190 0.016 -0.013 -0.021



13
Properties=species:S:1:pos:R:3:forces:R:3 method="wB97M-V/def2-TZVPD" de_lowest_kcal_mol=66.47 multiplicity=1 charge=0 e_tot_ev=-9270.6194 homo_lumo_gap_ev=9.9 smiles="C=N[C@@H]1CC(=O)N1" lumo_energy_ev=0.40
C -1.9542 0.8709 0.2763 0.614 0.439 -1.643
N -0.7297 0.7202 0.5916 -2.745 -0.214 2.097
C 0.1798 0.3500 -0.3303 4.590 -2.743 -0.384
C 1.3882 -1.0581 0.0194 -1.682 1.459 0.824
C 2.3707 0.1422 0.1347 -0.328 0.402 -1.543
O 3.5615 0.2751 0.2961 -1.099 -0.378 0.300
N 1.4127 1.1025 -0.2034 0.475 -1.153 -0.051
H -2.6675 1.1012 1.0648 -0.049 0.029 -0.242
H -2.2810 0.8981 -0.8423 0.279 -0.365 1.830
H -0.1552 0.1825 -1.3357 -0.344 0.177 -0.763
H 1.4375 -1.8857 -0.6882 0.396 0.690 -0.721
H 1.2913 -1.6179 0.9609 -0.406 0.760 0.165
H 1.4142 2.0667 0.0205 0.298 0.897 0.131



52
Properties=species:S:1:pos:R:3:forces:R:3 method="wB97M-V/def2-TZVPD" de_lowest_kcal_mol=52.79 multiplicity=1 charge=0 e_tot_ev=-45181.7942 homo_lumo_gap_ev=9.5 smiles="COc1cccc(C(=O)N2CCN(S(=O)(=O)Cc3ccccc3)CC2)c1OC" lumo_energy_ev=0.57
C 4.0976 4.1291 0.2952 0.143 0.209 0.079
O 3.3844 3.0026 -0.1555 -0.192 -0.457 -0.071
C 3.8608 1.7641 0.1491 -0.144 -0.062 -0.057
C 5.0291 1.5139 0.8584 -0.069 0.259 -0.054
C 5.4295 0.2140 1.1225 -0.019 -0.135 0.006
C 4.6788 -0.8583 0.6843 -0.056 -0.004 -0.005
C 3.5074 -0.6252 -0.0246 0.029 0.416 -0.288
C 2.7023 -1.7441 -0.6225 0.120 -0.011 0.186
O 2.9417 -2.1612 -1.7391 0.074 0.063 -0.279
N 1.7284 -2.2628 0.1638 -0.008 -0.228 0.065
C 1.2782 -1.6652 1.3990 -0.276 0.381 0.165
C 0.0244 -0.8284 1.1228 0.347 0.315 0.504
N -0.9660 -1.6782 0.5013 -0.966 0.215 0.126
S -2.5309 -1.1055 0.5153 0.463 -0.167 -0.021
O -2.7839 -0.6190 1.8368 0.177 0.317 0.033
O -3.3626 -2.1449 -0.0107 -0.001 -0.037 -0.363
C -2.5718 0.3099 -0.6582 0.035 -0.865 0.744
C -3.8872 0.9647 -0.4465 -0.402 0.317 -0.081
C -4.0040 2.0635 0.3961 0.030 -0.035 -0.099
C -5.2430 2.6269 0.6424 0.005 0.074 0.042
C -6.3780 2.0937 0.0560 -0.042 -0.001 0.012
C -6.2698 0.9919 -0.7762 -0.072 -0.012 -0.031
C -5.0319 0.4283 -1.0255 0.065 0.075 -0.029
C -0.5207 -2.2939 -0.7275 0.091 -0.446 -0.421
C 0.7314 -3.1259 -0.4353 -0.180 -0.032 -0.369
C 3.0919 0.6735 -0.2948 -0.051 -0.021 -0.043
O 1.8907 0.8594 -0.9539 0.365 -0.073 0.526
C 2.0143 1.3427 -2.2805 0.084 0.090 -0.411
H 3.5272 4.9916 -0.0459 0.081 -0.033 0.049
H 4.1663 4.1499 1.3871 0.011 -0.008 -0.039
H 5.1031 4.1670 -0.1356 -0.035 -0.007 0.033
H 5.6375 2.3311 1.2113 0.024 0.105 0.016
H 6.3418 0.0455 1.6739 0.080 -0.014 0.045
H 4.9931 -1.8720 0.8764 0.050 -0.116 0.023
H 2.0651 -1.0413 1.8226 -0.115 -0.087 0.027
H 1.0331 -2.4705 2.0978 0.047 0.080 0.025
H -0.4143 -0.4495 2.0456 0.201 0.044 0.025
H 0.3056 0.0089 0.4684 -0.034 -0.050 0.099
H -2.4651 -0.1260 -1.6467 0.091 0.005 -0.110
H -1.7329 0.9517 -0.4067 0.125 0.071 -0.030
H -3.1206 2.4744 0.8620 0.102 0.033 0.068
H -5.3232 3.4816 1.2977 -0.001 0.067 0.051
H -7.3453 2.5323 0.2512 -0.076 0.035 0.014
H -7.1535 0.5676 -1.2290 -0.068 -0.038 -0.041
H -4.9471 -0.4408 -1.6601 -0.003 -0.105 -0.071
H -1.3384 -2.9170 -1.0890 0.154 -0.048 -0.133
H -0.2659 -1.5354 -1.4835 0.006 -0.066 -0.018
H 1.1458 -3.5343 -1.3581 -0.108 0.002 0.141
H 0.4922 -3.9325 0.2614 -0.014 0.006 -0.041
H 2.5525 0.6196 -2.9014 -0.050 0.019 0.041
H 0.9981 1.4614 -2.6530 0.044 0.012 -0.045
H 2.5279 2.3063 -2.3054 -0.058 -0.052 0.008



> The highest charge belongs to which entry?

C25H40CoOP2



> The highest charge belongs to which entry?

C25H40CoOP2